Entry i
This record from the OMol25 dataset describes a 2-piece molecular cluster, CH3O3Si overall. The level of theory is ωB97M-V/def2-TZVPD.

Geometry as XYZ:
```
8
Properties=species:S:1:pos:R:3:mulliken_charge:R:1
C -0.1376 0.5794 0.7386 0.502
O 0.4551 -0.0825 1.7308 -0.453
O -0.6056 1.6894 0.8689 -0.553
O -1.5100 -0.9912 -1.4709 -0.626
Si -0.3961 -0.0907 -0.9763 0.221
H 0.7487 -0.9705 1.2691 0.172
H 1.3929 -1.2435 -0.3458 -0.164
H 0.0528 1.1097 -1.8144 -0.100
```

Results
* LUMO: 4.1 eV
* net charge: -1
* HOMO level: -4.14 eV

Entry ii
This record from the OMol25 dataset describes a 2-piece molecular cluster, CH3O3Si overall. The level of theory is ωB97M-V/def2-TZVPD.

Geometry as XYZ:
```
8
Properties=species:S:1:pos:R:3:mulliken_charge:R:1
C 1.4116 0.7329 -0.1027 0.231
O 2.0976 -0.3249 0.2795 -0.370
O 1.6541 1.8869 -0.3204 -0.521
O -0.0549 -2.0185 -0.6729 -0.661
Si 0.2765 -0.7885 0.1974 0.475
H -2.4730 0.4168 -0.0017 -0.082
H -2.4692 0.6205 -0.7470 0.082
H -0.4426 -0.5251 1.3678 -0.155
```

Results
* LUMO: 4.4 eV
* net charge: -1
* HOMO level: -3.59 eV

Entry iii
This record from the OMol25 dataset describes a 2-piece molecular cluster, CH3O3Si overall. The level of theory is ωB97M-V/def2-TZVPD.

Geometry as XYZ:
```
8
Properties=species:S:1:pos:R:3:mulliken_charge:R:1
C 0.1677 -0.9806 -0.4234 0.550
O 0.4035 -1.3547 0.8517 -0.373
O 0.2464 -1.7705 -1.3213 -0.582
O 0.8299 1.9840 -0.9478 -0.546
Si -0.2707 0.9424 -0.6121 0.219
H 0.1733 -0.5789 1.4644 -0.144
H 0.1900 0.8011 1.8052 -0.021
H -1.7401 0.9572 -0.8168 -0.102
```

Results
* LUMO: 4.1 eV
* net charge: -1
* HOMO level: -3.94 eV

Consider the structures shown above. The least stable of them is entry iii.